Here is a cluster of 3 separate species, C53H63BN5O6 in total at a distorted geometry from the OMol25 dataset. Energies are from ωB97M-V/def2-TZVPD.

Values from the calculation:
Energy (a.u.): -2807.34094
Highest occupied orbital energy (eV): -11.014
Total charge: +1
Lowest unoccupied orbital energy (eV): -3.46

XYZ file:
```
128
Properties=species:S:1:pos:R:3:forces:R:3:mulliken_charge:R:1
O 7.886180 -0.190608 4.407202 -0.09 -0.06 0.00 -0.7037
O -3.279027 -5.082517 -1.325011 0.43 0.46 -1.00 -0.5985
O -4.158110 -0.972972 -3.551085 0.21 -0.52 0.84 -0.7152
O 6.692856 -2.091893 9.256906 0.00 0.00 -0.06 -0.6540
O -7.346405 2.889719 -3.621708 0.08 -0.02 -0.04 -0.6893
O -6.206459 4.677068 -8.525151 0.03 -0.05 0.05 -0.6496
N -1.043838 -2.427282 -2.351528 0.46 -0.13 0.35 0.3586
N 4.084223 0.798116 2.111077 -1.37 -1.88 0.09 -0.1653
N -4.277776 -2.868185 -1.269173 1.06 -0.17 -0.25 -0.4348
N 2.884562 1.931749 3.700523 -0.15 -0.60 -0.26 -0.7337
N 1.687064 0.271905 2.500851 0.68 -0.64 -0.90 -0.3746
C -6.444117 4.290026 -7.400731 0.02 0.22 -0.38 0.6660
C 2.887526 1.016087 2.802446 0.18 1.61 1.31 0.3193
C -7.069914 3.315064 -4.726402 -0.19 -0.05 0.38 0.5687
C 0.362647 0.348435 -3.229925 1.10 -0.23 0.30 -1.0423
C -4.916234 2.346217 -7.677947 0.16 -0.14 -0.07 -0.6507
C 4.197037 -0.459913 -0.020105 -0.25 -0.03 0.05 -1.6351
C -2.847597 -0.785231 -3.036232 0.39 0.57 -0.38 0.9212
C 6.478426 -0.321039 7.724123 0.03 0.04 -0.12 0.2771
C 9.496273 -3.879954 5.535128 -0.04 0.01 0.05 -0.5057
C -3.683424 -0.938645 2.314833 0.00 0.08 0.00 -0.9206
C -6.094823 2.594707 -5.589951 0.02 0.07 -0.09 -0.2085
C 6.814127 0.186936 6.467113 0.00 -0.05 0.10 0.2362
C 7.641744 -0.609387 5.522969 0.10 0.17 -0.35 0.5842
C 8.973539 -2.667520 5.116037 0.11 -0.14 -0.07 -0.5677
C -0.779945 2.165897 -1.904160 0.38 -1.19 1.83 -0.6535
C -3.191561 0.372684 2.994701 -0.21 -0.81 -0.65 -0.8088
C 9.216613 -4.356782 6.812208 -0.02 0.05 -0.06 -0.4629
C -9.129683 6.453996 -4.891426 0.04 0.00 -0.06 -0.5053
C -4.296158 1.208018 -7.188674 -0.09 0.09 0.10 -0.7517
C 4.254130 -0.555154 1.526857 1.13 0.23 -0.70 -0.4056
C 0.178651 0.926743 -1.812113 -1.20 1.04 -0.85 -0.2325
C 0.550076 -3.379532 -0.243391 -0.36 0.27 -0.38 1.0657
C 5.675171 0.423246 8.579314 -0.11 0.14 0.08 -0.5937
C 1.089583 -2.513154 -1.226389 0.07 -0.88 1.19 1.3473
C -4.565490 0.764343 -5.895318 0.03 0.25 -0.36 0.0492
C 3.480679 -5.239721 1.096474 -0.47 -0.02 -0.84 -0.7726
C 5.581254 2.192321 6.949502 0.00 -0.06 0.04 -0.5994
C 2.777011 -0.653679 -0.603062 0.45 -0.27 -0.55 0.8713
C 5.227091 1.676253 8.191992 0.05 -0.02 -0.07 -0.4765
C -1.909283 -1.962358 -3.454121 -0.72 0.75 -0.50 -1.9671
C 0.267384 -2.065136 -2.271790 1.51 0.71 -0.11 0.3042
C -3.119365 1.558756 0.710318 -0.14 0.49 0.50 0.6111
C -0.805209 -3.720124 -0.366270 0.80 0.15 0.34 -1.1929
C -2.355224 1.234969 2.009896 0.09 -0.60 0.60 0.0099
C 2.359770 -5.008520 0.416093 -0.17 0.36 0.79 -0.0929
C -5.466636 1.456061 -5.103032 0.23 -0.20 -0.07 -0.6174
C -5.810023 3.048203 -6.877089 0.00 -0.08 0.11 0.1190
C 6.987071 -1.647129 8.166902 -0.10 -0.13 0.38 0.5142
C -7.687040 4.564616 -5.240325 0.04 0.03 -0.14 0.1059
C -7.918889 6.240124 -6.960254 -0.09 0.16 -0.03 -0.5149
C 6.368778 1.446606 6.086827 -0.14 0.20 0.01 -0.4826
C -7.367425 5.045882 -6.513007 -0.01 -0.06 0.16 0.1575
C -2.556718 2.757800 -0.090244 0.34 -0.41 0.47 -1.2961
C -8.577882 5.267335 -4.437368 -0.10 0.12 0.08 -0.5124
C 1.366184 -3.940281 0.912034 -0.18 0.18 -0.83 -0.9285
C -8.793254 6.945169 -6.149110 0.01 -0.07 0.05 -0.4850
C 2.559163 -2.130221 -1.048790 -0.04 0.59 -0.94 -1.8780
C 8.402769 -3.627719 7.664064 0.09 -0.17 0.01 -0.5745
C -1.579549 -3.234478 -1.391718 -0.79 -0.45 0.49 0.0574
C 7.871385 -2.413212 7.246996 0.06 0.04 -0.14 0.2273
C -1.043531 2.632546 -0.420836 -0.30 0.66 -1.31 0.3411
C 0.904446 -1.123249 -3.304182 -1.58 -0.23 -0.74 -1.9750
C 8.167843 -1.925611 5.972295 -0.03 -0.05 0.11 0.1891
B -3.115719 -3.719698 -1.344644 -0.67 -0.24 -0.07 0.4384
H 8.184199 -4.002083 8.655514 -0.09 0.12 0.00 0.4755
H -1.318836 -1.565199 -4.285711 0.18 -0.45 0.43 0.2429
H -4.083689 0.901552 3.361845 0.39 0.08 -0.06 0.3605
H 6.638178 1.849303 5.119329 0.06 -0.12 0.00 0.4976
H -5.682554 1.114563 -4.100297 -0.19 0.17 -0.01 0.6251
H -3.213089 0.641023 0.102454 0.18 0.37 0.01 -0.8121
H 9.195998 -2.295626 4.124512 -0.06 0.12 0.06 0.4907
H -0.320491 2.953474 -2.512648 -0.43 -0.19 -0.02 0.3943
H 5.403284 0.025870 9.548356 0.10 -0.10 -0.04 0.4803
H -4.702467 2.691723 -8.680951 -0.10 0.11 0.05 0.4925
H -4.149032 1.832279 1.009196 0.26 -0.21 -0.19 0.4557
H 1.993641 -1.181063 -3.297718 -0.33 0.02 0.35 0.4431
H -1.242588 -4.368039 0.397247 -0.06 0.16 -0.41 0.5417
H 3.047837 -2.241331 -2.034338 0.01 -0.08 0.45 0.5464
H 3.547725 -1.294685 1.930465 0.07 0.33 -0.14 0.2177
H -1.748941 1.806731 -2.280334 0.36 0.40 -0.42 0.0663
H -4.076208 -0.115726 -5.512900 -0.07 -0.02 -0.05 0.6313
H -0.556932 0.430035 -3.826880 0.23 -0.02 0.39 0.5822
H 1.983983 -0.338402 0.089931 0.39 -0.03 -0.15 0.0169
H 0.657613 -4.330121 1.657087 0.33 -0.01 -0.14 0.6003
H -7.662560 6.621064 -7.940005 0.06 -0.13 0.00 0.4749
H 10.127009 -4.454447 4.868527 -0.01 0.02 0.02 0.4054
H 4.604283 2.256238 8.861231 0.02 -0.01 -0.01 0.4120
H -0.541544 1.928782 0.259007 -0.17 0.37 -0.06 -0.5673
H 1.941523 1.951448 4.086346 0.18 0.35 0.13 0.2285
H -2.833725 -1.587287 2.028696 -0.24 0.25 0.15 0.1372
H -9.820089 7.002254 -4.263244 0.01 -0.01 -0.01 0.4029
H 5.240108 3.176050 6.653921 -0.01 -0.03 -0.02 0.4202
H 4.874930 -1.172633 -0.524743 -0.21 0.10 0.39 0.4761
H -2.678140 3.673003 0.512718 -0.25 -0.36 -0.19 0.4236
H -4.258827 -0.739504 1.398057 0.09 0.00 0.32 0.2247
H 0.592719 -1.508343 -4.293962 0.44 0.12 0.27 0.7088
H 4.880205 1.029852 2.691835 -0.24 0.40 -0.02 0.2164
H -2.480945 -2.794983 -3.892755 0.09 0.17 0.56 0.7989
H -0.582962 3.626004 -0.320318 -0.01 -0.37 0.29 0.4067
H -0.311718 0.235777 -1.103508 0.29 -0.07 -0.30 0.2047
H -4.745165 -0.392890 -3.047468 -0.01 -0.09 -0.25 0.4653
H 2.114745 -5.578128 -0.484942 0.04 0.26 0.23 0.2994
H 4.179196 -5.955635 0.660692 0.03 0.16 0.66 0.2838
H 2.726719 -0.050833 -1.522678 -0.23 -0.02 0.43 0.1246
H -4.826044 -2.886292 -2.124039 -0.38 0.16 0.38 0.3334
H 3.100502 -2.814100 -0.384660 -0.48 0.13 -0.15 0.6497
H 1.924211 -3.093106 1.346102 -0.20 -0.44 0.11 -0.2695
H -4.152441 -5.336554 -1.655100 -0.04 -0.13 0.61 0.3179
H -2.820616 -0.601984 -1.948086 -0.05 -0.30 -0.28 -0.8324
H -8.836735 4.889732 -3.457040 0.10 -0.09 -0.04 0.4683
H -4.344793 -1.514745 2.980846 0.31 0.18 -0.17 0.4284
H -1.999794 2.143534 2.528065 -0.28 -0.15 -0.31 0.4633
H -3.597522 0.665075 -7.813056 -0.02 0.01 0.00 0.4204
H -3.175883 2.852702 -0.999030 0.40 0.25 0.23 0.4304
H 1.095770 0.988165 -3.752898 -0.28 -0.27 0.09 0.6182
H 4.577908 0.538283 -0.288432 -0.17 -0.31 0.15 0.5628
H -9.216369 7.878901 -6.496744 0.00 -0.03 0.00 0.4063
H -2.453996 0.137071 -3.499753 -0.07 -0.32 0.26 0.6585
H 3.664171 -4.680968 2.015861 0.35 -0.31 -0.27 0.2523
H 9.633743 -5.300045 7.141322 -0.01 0.02 0.00 0.4057
H -2.590085 0.045603 3.857295 -0.13 0.47 -0.15 0.3619
H 0.973053 0.862547 2.091416 0.09 0.04 0.20 0.0517
H 5.266322 -0.885349 1.817482 -0.38 0.03 -0.10 0.4133
H -1.442713 0.634284 1.815486 -0.28 0.30 -0.19 -0.2084
H -4.076647 -1.923142 -0.972627 -0.27 0.04 -0.28 -0.0274
H 1.332648 -0.197394 3.324734 0.02 0.22 -0.02 0.2567
H 1.106967 1.281021 -1.352127 -0.11 -0.33 -0.23 0.6317
```
Positions in Å, forces in eV/Å.